# C82H215N17O24

17 unconnected molecules or ions with the total composition C82H215N17O24 in a non-equilibrium geometry (ωB97M-V/def2-TZVPD, the OMol25 dataset).

CARTESIAN COORDINATES (ANGSTROEM)
H -4.7507 -1.9765 -7.3607
H -3.4885 0.7301 -9.4298
H -7.4210 6.4741 -1.3702
H 4.2757 -2.4881 5.6529
H 1.7878 0.7727 -2.4581
C -3.8442 4.6232 2.5735
H 0.8157 5.4542 -6.9250
H -4.2194 2.0066 3.5903
H 3.2290 9.1473 -1.4862
H -2.1320 4.7598 7.5850
C 0.4624 3.1966 4.1407
H -4.8627 -2.7571 -0.6457
H 5.2761 -0.2408 0.9956
C 1.7733 -7.7466 -4.7378
H 2.9692 0.2854 7.2388
H 0.8841 6.8216 -1.2337
H 4.0252 3.1810 -0.0409
O -2.7912 3.9777 5.8596
H 3.6503 -5.3644 6.5659
C 6.1695 -0.6514 0.4043
H 2.1184 4.7005 -1.7810
H 5.1474 -4.9158 -1.8029
H -7.0229 -3.4911 -3.1492
H -6.1830 2.3099 0.8361
N -2.8956 3.5121 2.9661
N 4.0195 5.5936 -1.5199
H 5.9916 -0.7674 8.7934
N 1.1634 4.6678 -5.0278
H -0.9140 2.1368 -0.3461
H -6.1670 -2.1254 -2.6723
H 1.4597 -2.8109 7.5482
H 1.3871 -4.0265 -7.7129
C 4.9756 3.4695 -0.4952
H 4.4339 -3.6593 3.7737
H -2.3175 -3.9290 -8.1826
H -6.5352 -0.0809 0.2371
H 2.7054 -5.2279 8.6993
H -1.5714 4.4311 -3.9190
H -3.3454 5.7679 6.6278
H -4.1630 -1.3173 2.0255
H -0.0976 -1.0114 4.3847
H -0.3573 -7.3787 5.9421
C -4.9941 -3.6573 -2.6255
H 6.4593 -8.5840 -3.2935
H 4.3057 -0.2619 9.1938
H -5.5472 0.0448 5.8125
H 1.1397 -4.2194 2.6463
C 0.2365 0.2451 1.4162
H 2.3475 7.0840 -2.2502
H -8.6665 1.7913 0.7291
C -1.9881 -2.9966 1.0052
H 0.8224 -3.4356 9.0705
H -2.4337 0.8527 -3.3388
H 1.6862 5.3005 3.4050
C 3.4794 -3.8493 -1.3417
H -0.1110 -7.9466 7.6811
C 3.8846 0.6206 6.7208
H -0.6068 3.1734 -2.8909
C -0.4773 -3.1329 -7.4577
N -2.2069 1.9128 8.8330
H -0.6818 -1.8307 6.0127
C 3.7125 4.7343 3.9271
H -9.4753 2.8867 -0.1605
N -5.0332 0.3425 -4.8837
H 2.1942 -1.6459 -1.0896
C 3.9211 -2.7447 3.4626
H 4.5471 -8.8943 -4.7758
C 3.5885 5.4906 5.3226
H 4.4034 3.7560 -2.5040
H 1.5923 2.1246 -1.3641
H -0.5770 -2.3896 -8.2756
H 4.6856 -5.1408 -4.3436
H 5.2848 -1.5112 4.5768
H 3.2882 -4.2505 -0.3467
C -3.0438 4.8236 6.9803
N -4.7780 -0.0953 -0.8808
H -0.5327 7.4683 -6.1357
H -2.7959 -3.4058 -2.8520
H 4.5451 6.1961 -0.9179
H 1.8679 3.4559 -6.5259
C 0.5914 -5.4020 -0.1173
H -2.9857 4.8310 0.6505
O -1.9168 6.0936 1.9605
H 1.0122 -2.0399 -6.4043
O 1.5877 2.5613 -3.3408
O -0.5351 0.1542 6.0563
C 3.7885 0.5173 5.2205
H -1.8961 -0.0603 -9.5589
C 2.4507 8.9609 -0.6597
C -5.0156 -3.7130 -1.0977
C 2.0027 1.8023 -2.3078
C 3.2460 -1.6251 -0.7530
H -3.5125 -2.5621 4.6854
C -5.1944 -1.4306 -6.5020
H -0.5350 -1.6520 -3.6564
C -3.4433 2.6110 4.0607
H 3.0948 1.9110 -2.2063
H -3.8672 4.4053 7.5610
H -3.8061 6.3441 1.2015
H -6.0369 1.8749 -2.0220
C -1.3362 0.1729 7.2178
C 1.7279 -3.3625 8.3948
H 6.4987 -10.2213 -2.4802
O 4.0658 -2.5736 -1.3853
H 0.2361 -5.0623 -7.1795
N 3.3369 -0.7314 4.6877
O -1.7873 2.4278 -4.4263
H -6.0464 -3.3642 1.0563
H 5.5345 0.9432 8.5889
C 2.6218 5.4202 -1.1378
C 1.4620 3.2899 -5.5429
H -2.0040 1.4948 9.7260
H -4.0296 0.6065 -1.0144
C -8.7953 2.0472 -0.3222
H 3.2276 1.3302 1.5532
H 5.5254 2.5524 -0.9481
H 8.8829 2.2142 -3.1271
H -3.1378 1.7733 8.5314
C -6.7089 1.4008 -1.3797
C 4.2193 -9.7069 -4.0780
H 0.2066 3.0235 8.3219
N 8.6092 1.2975 -3.3628
C 2.2892 4.3878 3.4401
C -3.6890 0.5971 -6.9387
H -4.6139 4.2196 -0.9996
C 1.0159 -5.5673 7.3791
H -0.0922 -3.3238 -3.1138
H 2.4754 -10.2158 -5.0336
H -4.4380 0.9577 -7.5496
H 7.1367 -0.6605 1.0226
O -0.1691 -3.1658 -5.1002
H 2.4802 -1.0449 5.1275
C 7.3579 0.8794 -2.8028
H 2.8742 -4.0955 5.9900
C -4.8016 4.7672 -2.9853
H -1.7997 -0.2589 1.0167
O 2.5591 -3.0639 3.3636
C -3.1591 5.5379 1.5298
C 7.5001 0.2999 -1.3867
H -5.6322 4.9023 -3.6247
H -4.7580 4.0635 5.2364
H -2.4783 4.2467 -1.7929
H 6.9557 3.7907 2.1251
H -0.3487 -7.4513 -4.8736
H -2.7081 2.5102 -1.9105
H -7.2660 -4.7555 0.9157
H -6.5388 -1.2641 4.9863
H -1.8075 2.2025 1.0012
N 3.2512 -4.5024 6.8745
H -5.5123 -5.1114 1.1352
H -2.5138 -2.8897 -6.7229
H -0.8787 -4.6081 1.9875
H 5.7391 -0.4460 -3.2056
H -4.2251 5.3228 3.3978
C -4.2593 -0.4160 -5.9168
H -2.0345 7.5372 -3.0518
C -2.7757 3.4306 -2.5158
O -2.6343 -0.0144 -7.7060
H -0.4554 7.3998 1.3211
H 1.1685 -5.3997 -1.0313
C -3.3487 -1.8351 2.5943
H 1.2102 -2.3475 -3.8065
C -2.4977 0.6006 -8.9469
C 0.3932 -7.7135 6.6969
H -1.4852 0.4584 -4.7632
H -5.1731 1.2524 1.7695
C 2.6720 -9.9005 -4.0259
H 8.0028 1.0723 -0.7455
H 8.1383 -0.5488 -1.3279
H 4.5375 -10.6119 -4.5182
C -1.1932 1.5679 7.7700
C -5.3780 1.5825 0.7579
H 0.1544 2.4833 4.8698
H -0.5642 -1.4925 -0.6001
O 4.6106 -9.3948 -2.7650
C 0.0721 6.8201 -5.3998
C 4.8415 4.4030 -1.7009
H -6.3506 7.8368 -0.8310
H -2.6126 1.9466 4.3006
H 3.8272 -6.8159 -2.6655
C 0.1952 1.9423 8.2759
H -0.0546 -6.3436 -0.2905
H -4.5268 0.9278 -4.2815
C 2.3537 0.7764 1.9105
C -1.9035 -3.6251 -7.2549
C -1.0348 0.3093 0.5545
C -1.4879 7.1013 1.0406
H 5.9527 -1.7586 0.3487
H 2.8311 5.0204 5.9131
C 0.5296 -6.8746 -4.6560
H -1.4124 2.2135 6.8797
H 0.3457 1.4783 9.2631
C -0.8129 -0.4486 -0.7639
O 1.3166 1.0457 0.9661
N -1.5289 1.6214 0.2105
H 2.0575 1.0896 2.9667
C -3.7604 -3.1089 -3.2423
C 6.5793 3.2258 1.2550
H 0.9836 7.3717 -5.1980
O -5.3691 5.9963 -0.8940
H -1.9237 1.5122 -8.8136
H -7.2424 0.6313 -1.9538
H 2.3716 -5.1460 3.4558
H -4.7093 4.1516 2.0916
H 3.3171 -4.1219 -4.0486
H -5.0249 -2.7560 3.6173
C -0.9219 -6.0705 -2.9858
H -0.7606 0.8631 -3.2188
H 4.2846 -2.2825 2.5011
H -2.5308 -1.1357 2.7885
C 2.3551 2.5418 -4.5490
H 2.6875 9.6382 0.1657
H 3.9187 6.4619 2.6708
H -2.3508 -0.0864 6.9145
H -2.0479 3.9912 3.3285
H 1.1839 -5.6492 0.7380
C 4.3194 -4.3575 -3.6463
C 5.9760 -9.2113 -2.4899
H 0.2487 2.8973 3.1175
H 0.0037 -0.0724 -1.3756
N -3.9990 3.5404 -3.3038
H 5.8457 4.7280 -2.0294
H -3.3678 -0.9567 -5.5315
H -1.6144 -6.9174 -3.0990
H 1.7373 -8.2626 -5.6944
N -2.8644 -3.0736 2.1220
H 0.3165 -5.6265 8.2565
H 4.7490 0.7581 4.7939
C -5.5571 -0.9484 5.4017
H -1.8103 -4.5348 -6.6589
H 6.4706 0.1399 -4.8010
H 4.2108 3.7892 4.0770
H 2.3980 1.4979 -4.9178
H -6.0651 -0.9308 -6.8861
H 3.6585 -0.5551 -0.7917
H -2.5273 -2.8199 0.0411
C -1.0922 7.7176 -3.5207
C -5.9198 0.6296 -0.2529
H -1.9168 -5.0901 0.6544
H -3.7210 3.4201 -4.3029
H -4.2097 -4.4094 -0.8861
O 0.3826 -6.4820 -3.2733
H 0.6296 -6.0286 -5.3654
H -4.9418 -0.3339 -1.8636
H 2.4511 -10.7144 -3.3167
H -5.1275 -4.6789 -2.9818
H -9.3662 1.2821 -0.8506
H -2.0675 7.9883 1.2054
C -6.2762 -4.3538 0.7091
H -0.8118 -5.6581 -2.0131
H -1.2675 -2.1861 1.1261
H 2.4411 5.1040 -0.1003
H 2.4567 -3.6315 -1.6698
C -1.5619 1.1756 -3.9436
C 2.2116 -4.6901 7.8777
O 1.8090 3.3894 4.2915
H 2.4706 -5.9422 -2.4705
O -0.1594 -4.2049 0.0755
H 3.0966 1.2173 4.7560
H -6.2696 4.1671 -1.4241
H -3.8038 -1.9689 -3.2070
H 9.3165 0.5645 -3.3854
H 6.8195 1.8002 -2.6967
H 0.8819 -8.6561 6.3113
H -3.2257 1.4444 -6.4447
C 0.4030 5.4313 -5.9158
H 2.5538 -4.4521 1.7362
C -1.1892 -4.2946 0.9710
H 3.2172 -1.9812 0.3144
H -0.0259 4.1448 4.3170
H 6.0532 2.3448 1.4992
C -0.0135 -2.3385 -6.2487
H -3.7800 -3.2724 -4.3062
H 7.3969 2.9780 0.5774
H -1.3356 8.6128 -4.1253
H 1.4555 9.2047 -1.0035
H -0.5885 4.9556 -6.1166
H -4.1719 2.5108 5.9593
H -3.6273 -3.8263 2.0504
H -0.3209 8.0306 -2.7896
O -6.1899 -4.3726 -0.6641
H 3.3031 2.9242 -4.3346
H 2.6641 -0.2955 2.0138
O 6.2282 0.0938 -0.8525
C -4.1352 -2.1101 3.8729
H 2.4967 -2.8480 9.0242
H 6.1507 -8.6524 -1.5985
C -1.5711 3.4211 -3.4245
H -1.7777 -0.4686 -1.2319
H -4.1494 5.6638 -2.8986
C -3.9145 3.3317 5.2940
H 4.7632 5.0947 2.1200
H -0.9792 -0.6320 7.9465
H 0.4404 -0.8468 1.5697
C 6.6479 -0.1351 -3.7375
H 0.5417 2.7586 -5.7066
H 4.9483 -3.4882 -3.7413
H 0.9602 1.6674 7.5387
H 4.5488 5.3405 5.8287
O 4.8495 -0.2673 7.1942
C 0.1101 -2.5881 -3.9003
N 4.4444 5.6305 2.9752
H -0.5872 -1.4463 -6.1584
C 4.1627 -4.8516 -2.2403
H 4.2355 1.6821 7.0073
H 2.2031 -8.3021 -2.8200
C 4.2167 -1.8821 4.7266
N 1.8736 -8.7505 -3.6599
O -4.6119 -0.8277 4.2728
H 3.3901 6.5125 5.1336
H -5.6290 -0.2863 -4.3715
H -5.2718 -1.7132 6.1047
H 2.6372 -7.0814 -4.8744
H -0.0333 0.5988 2.4302
C 1.9890 6.7394 -1.3069
O 2.4263 7.6345 -0.2293
H -1.8315 -1.0677 4.9473
H -1.3113 -5.3053 -3.7313
C -6.3975 6.9057 -1.3944
H -5.4525 -2.2627 -5.8078
N 0.3751 -4.2610 -7.7914
N -6.1205 -2.9367 -3.2325
H 0.7001 4.5293 -4.1345
C -0.7964 -1.0395 5.2897
C 2.2052 -4.3046 2.7683
H -6.1759 7.1501 -2.4365
C 5.1487 -0.1159 8.5346
H 0.5160 -5.0735 6.5030
H -4.5391 2.1747 0.3177
O 5.7098 4.1188 0.5682
N 3.4035 -6.0991 -2.0692
H 7.2940 -1.0207 -3.7956
O -0.8039 6.6262 -4.3128
C -5.3582 4.7266 -1.5951
O 1.4902 -6.8489 6.9783
H 2.3202 3.9287 2.4218
H -1.4909 6.8641 -0.0680
O -7.6030 2.4780 -0.9086

Cartesian forces, eV/Å:
0.1 0.5 0.3
0.6 0.3 0.1
0.6 0.1 0.3
-0.5 0.3 -0.4
-0.2 -1.3 -0.1
0.9 0.7 0.6
0.6 0.3 0.1
-0.2 0.0 0.3
-1.1 -0.3 0.9
-0.3 0.6 -0.1
-0.6 0.4 -0.4
0.0 0.9 0.5
1.5 -0.3 -0.7
0.1 -0.1 -0.2
-0.4 0.9 -0.3
0.4 -0.7 -0.4
-0.2 -0.3 -0.4
0.5 0.2 -0.3
0.2 -0.8 0.2
-0.3 -0.2 1.0
0.2 -0.1 -0.3
0.6 -0.7 0.2
1.6 1.1 0.2
0.0 0.4 0.5
-0.6 1.2 0.9
0.4 -1.0 -0.6
-0.4 -0.1 -0.1
1.7 -1.8 1.0
1.3 0.8 -0.9
-0.9 1.4 0.5
-0.4 1.5 -1.2
-1.1 -0.1 -0.2
1.4 -0.4 -0.5
0.5 -0.4 -1.0
-0.6 0.0 -0.9
-0.9 -0.8 0.3
-0.3 -0.1 -0.1
0.5 -1.0 0.2
0.0 1.6 -0.2
1.0 -0.1 -0.6
-0.8 -0.5 1.4
0.7 0.3 0.5
-1.3 -1.0 -0.3
-0.3 -0.6 0.4
-0.4 -0.1 0.3
-0.4 0.2 0.5
-0.6 -0.1 0.1
-1.7 -0.1 0.9
0.0 0.8 -0.8
0.4 -0.9 0.1
0.5 -0.7 -0.8
0.8 -0.2 -0.8
-0.1 -0.1 -0.3
-0.3 -0.1 0.2
-1.6 0.9 -0.6
0.1 0.1 -1.1
0.2 1.1 0.8
-0.9 0.6 -0.4
-0.7 0.7 0.1
2.0 0.4 -0.9
0.5 -1.0 -0.3
-1.2 2.3 0.1
0.1 0.4 -0.8
-0.3 -1.2 -1.9
0.3 0.0 -0.3
0.8 -0.5 1.1
-0.4 -0.3 0.4
1.4 -2.2 -1.5
0.3 0.6 0.4
-0.5 0.2 0.3
0.7 -0.5 0.0
0.1 0.3 0.6
-1.2 -0.4 0.2
0.7 0.0 0.5
0.1 -2.3 -0.1
0.4 0.6 -0.5
1.0 -1.0 0.4
0.1 -0.3 0.3
-0.3 0.6 0.6
0.8 -0.3 -0.4
-1.8 -1.7 -0.4
0.0 1.0 0.6
-0.2 -0.2 -0.7
0.8 0.1 0.2
-1.3 1.7 -1.7
-0.1 -0.6 -0.9
-0.6 0.1 -0.2
0.1 -0.2 -0.3
0.9 0.5 -0.8
0.2 -1.8 -1.5
2.1 -0.2 1.1
0.2 0.5 1.8
-0.5 0.1 -0.6
0.4 -1.6 -0.8
1.0 -1.2 -0.5
0.6 1.5 -2.1
0.1 -0.3 0.2
0.0 0.0 0.3
-0.4 0.0 0.0
1.3 0.9 -1.0
1.1 -1.0 0.5
-0.2 -0.3 2.4
-0.4 1.2 0.2
0.9 0.4 -0.5
-0.2 0.4 0.0
-0.1 -1.4 0.4
1.4 1.4 -0.6
-0.3 0.6 0.8
-0.4 -0.7 0.8
0.4 -0.4 0.8
0.4 2.1 0.8
-0.1 -0.3 0.0
-0.2 -0.4 0.5
-0.7 0.5 1.1
0.0 0.1 0.3
-0.7 1.1 1.3
0.8 0.6 0.4
-0.9 -0.4 -0.1
-1.5 -0.5 2.2
-1.4 1.7 0.3
0.2 0.2 0.5
0.1 -1.4 -0.8
1.5 -0.6 -0.8
2.0 -1.4 1.6
0.2 -0.5 0.3
0.5 0.7 0.5
-0.1 0.1 -0.1
-0.9 -0.3 -0.5
-1.8 0.7 -1.5
-1.2 0.8 -0.9
-0.4 -0.5 -1.4
-0.4 0.5 -0.1
0.1 -0.8 -0.6
0.1 -0.2 1.0
1.5 0.0 0.5
-0.8 -0.2 0.9
-0.6 0.2 0.0
0.2 -1.8 -0.8
0.1 2.0 0.6
-0.4 0.1 -1.4
0.4 -0.7 -0.5
-1.2 -0.3 -0.5
-0.1 -0.5 -0.2
-0.6 -0.4 -0.5
-0.6 0.2 0.0
-0.1 0.4 0.6
0.3 0.5 0.3
0.1 -0.2 0.1
-0.4 1.2 -1.1
-0.9 1.1 -0.2
0.0 -0.2 -0.3
0.1 0.4 -0.2
0.0 0.0 -0.5
0.6 -1.2 -0.6
0.6 0.9 0.8
-0.5 -0.5 0.8
1.4 -0.1 1.1
-1.1 -0.6 0.8
-0.5 -0.5 -0.2
0.2 0.7 0.1
-2.0 0.3 1.1
-0.9 0.2 0.0
0.0 -0.3 -0.3
0.7 -1.5 0.6
-0.1 0.2 -0.2
0.3 -0.6 -0.1
1.3 0.5 0.6
-0.1 -0.3 -0.5
0.4 -1.2 -0.3
1.2 -1.4 0.0
-1.4 1.1 0.2
-0.2 1.9 -0.3
-0.5 -0.7 0.4
0.2 -0.2 0.2
0.0 0.0 0.6
-1.2 0.8 -1.4
-0.9 -0.5 -0.1
0.0 -0.2 0.2
-0.1 -0.1 0.3
-0.1 0.1 0.3
-0.5 -0.4 -0.4
0.3 1.4 0.5
1.0 0.8 0.9
0.7 0.3 0.8
0.8 -0.4 1.1
2.0 0.3 -1.7
1.2 -0.1 0.1
0.1 1.0 -0.9
-0.6 -0.1 0.4
0.6 -0.2 1.3
0.0 -0.3 0.8
0.3 0.2 -0.3
0.2 -0.4 0.6
-0.1 -1.7 0.6
-1.7 -0.3 1.2
0.3 -0.1 -1.4
0.6 2.6 -0.2
0.4 1.8 -0.6
0.2 0.1 0.7
-1.5 0.6 -1.0
-0.2 0.6 -0.3
-0.3 0.3 0.0
0.5 0.0 -0.4
0.0 0.2 0.1
0.2 0.2 0.1
0.8 0.2 0.3
-0.5 0.5 -1.8
0.2 1.5 -0.8
-0.1 -0.4 0.9
-0.1 -0.1 0.0
-3.0 -1.4 -0.4
0.0 -0.3 0.1
0.1 -0.8 0.3
-0.4 0.2 0.3
-0.7 -0.5 -0.2
0.6 0.1 0.5
-1.0 -0.6 -1.4
1.1 -1.0 -2.3
-0.4 -0.4 -0.3
-0.2 0.5 -0.1
-0.5 0.7 0.0
-0.4 -0.2 0.2
-0.3 0.3 0.2
0.0 0.0 0.6
-0.2 -0.3 -0.1
-1.2 -1.7 0.2
0.2 -0.3 -0.8
0.6 0.0 -0.2
0.4 0.0 -2.4
-0.4 0.0 0.3
0.0 0.4 1.0
0.6 -0.2 -0.2
0.4 0.2 0.2
-0.7 0.1 0.0
-0.4 -1.8 -0.2
0.5 -0.1 0.4
-0.1 1.8 -0.4
1.1 0.4 -1.6
0.4 0.1 0.1
-0.7 0.5 1.1
0.8 0.2 0.6
0.8 0.3 -1.5
-0.2 -0.1 0.6
-0.5 -0.2 0.3
0.2 0.1 -0.3
0.2 -0.3 0.2
0.4 -0.2 -0.2
-0.7 0.6 -0.2
0.9 -2.3 0.4
-0.9 0.3 0.8
-0.3 0.0 0.3
0.3 -0.2 0.1
-0.4 -0.7 -0.5
-1.0 -3.2 1.3
0.0 -1.4 -0.2
1.2 0.2 0.8
0.3 -0.1 0.1
1.6 -0.3 -1.4
0.0 0.7 0.8
-0.5 0.2 -0.4
0.2 -1.1 0.3
0.0 0.7 0.1
-0.9 0.4 0.0
-0.7 0.9 0.4
-0.1 0.3 0.5
-2.4 0.4 -1.4
0.7 0.0 0.5
-1.8 -1.1 0.3
-0.3 0.9 -0.4
-0.7 0.4 0.1
-0.5 -1.2 0.7
0.0 -1.2 0.1
0.1 -0.4 -0.4
0.3 -0.2 0.1
0.4 -0.1 -0.1
-0.4 0.5 -0.5
0.1 0.1 0.1
-0.7 -0.1 0.5
1.6 1.7 -0.1
-0.2 -0.5 -0.3
0.0 0.8 -1.4
1.6 0.8 -0.1
-0.6 0.6 -0.4
-0.8 -1.6 1.6
-0.2 0.6 0.2
-0.4 -0.3 -0.9
-0.4 0.0 0.9
0.0 0.5 -0.3
-0.3 0.2 -0.9
-0.2 -0.1 -0.8
0.2 0.1 0.9
-0.6 1.0 1.2
-0.4 0.8 -0.6
0.6 0.7 -0.4
0.1 -0.2 0.5
-0.6 -0.6 0.2
0.2 0.3 0.1
-0.1 -0.2 0.4
-0.2 0.5 0.0
0.7 -1.5 -1.1
0.5 1.6 1.9
0.4 -1.5 -0.6
-0.8 0.9 0.2
0.0 0.3 0.9
-1.0 -1.1 -0.2
0.0 -0.2 0.3
1.6 0.6 -1.7
-0.3 0.7 -1.3
-0.8 -0.8 1.7
-0.2 1.1 0.0
-0.1 -0.1 0.2
0.5 -0.1 0.4
0.2 0.0 0.5
0.0 0.0 -0.1
-1.1 1.7 1.5
0.7 -1.0 -0.5
-0.1 0.2 -0.1
0.6 -0.5 0.8
0.6 -0.9 -0.2
-0.1 0.9 -0.1
1.4 0.1 -0.3
-1.1 -1.6 -0.2
0.0 0.4 -0.2
0.9 1.4 -0.4
-0.4 0.6 0.2
0.0 0.1 -0.1
1.5 1.7 -0.2
0.2 -0.2 0.7
-0.3 -0.6 0.5
-0.1 -0.3 -0.7
0.3 0.0 -0.8
0.0 0.0 0.1
0.6 -0.9 0.5
0.9 -0.1 2.1
-1.0 0.7 -0.2
0.1 0.6 0.2
-0.2 -0.3 1.2
0.7 -1.4 -1.0

## Properties
Total energy = -5989.14979 a.u.
Orbital gap = 8.751 eV
HOMO level = -8.37 eV
LUMO = 0.01409 Ha
Total charge = 0
Energy relative to the best compared isomer or geometry (same formula, charge and spin) = 522.4 kJ/mol